#i
ORCA calculation (wB97M-V/def2-TZVPD) on C5H11NO2 as an isolated structure.

The value obtained for the LUMO energy is 0.468 eV. For the gap between HOMO and LUMO, the calculation gives 8.324 eV.

Structure (ORCA input):
```
! wB97M-V def2-TZVPD RIJCOSX def2/J DEFGRID3
* xyz 0 1
C -1.474 -0.039 0.330
C 0.109 1.923 -0.316
C 1.612 -0.880 -1.092
C -0.239 0.508 0.000
C 0.703 -0.606 0.088
N 1.422 -0.720 1.327
O -2.353 0.722 1.090
O -2.202 -0.813 -0.608
H -3.220 0.738 0.661
H -2.714 -1.481 -0.135
H -0.454 -1.291 0.428
H 0.855 -0.446 2.121
H 1.792 -1.653 1.481
H 0.459 2.007 -1.351
H -0.761 2.566 -0.192
H 0.917 2.295 0.322
H 2.109 -1.846 -0.986
H 2.392 -0.116 -1.144
H 1.049 -0.869 -2.024
*
```

---

#ii
ORCA calculation (wB97M-V/def2-TZVPD) on C5H11NO2 as an isolated structure.

The value obtained for the LUMO energy is 0.842 eV. For the gap between HOMO and LUMO, the calculation gives 9.292 eV.

Structure (ORCA input):
```
! wB97M-V def2-TZVPD RIJCOSX def2/J DEFGRID3
* xyz 0 1
C 2.488 -0.759 0.114
C 0.407 0.076 0.112
C 0.472 1.550 -0.152
C -0.893 -0.753 -0.443
C -2.489 -0.462 -0.190
H 3.120 0.151 0.442
H 2.087 -1.282 1.054
H 3.330 -1.497 -0.271
H 0.352 0.108 1.301
H 1.319 1.846 0.462
H 0.881 1.628 -1.219
H -1.224 2.820 -0.415
H -0.584 -1.111 -1.698
H -2.947 0.171 0.720
H -3.350 -0.577 -1.124
H -1.634 -1.650 1.514
N -1.655 -1.687 0.231
O 1.260 -0.612 -0.577
O -0.942 2.041 0.139
*
```

---

So which one is most stable? That would be #i, about 341.0 kJ/mol below the next structure.

---

#i
ORCA calculation (wB97M-V/def2-TZVPD) on C24H28CdN9O3S3Se as an isolated structure.

The value obtained for the LUMO energy is 2.496 eV. For the gap between HOMO and LUMO, the calculation gives 7.222 eV.

Structure (ORCA input):
```
! wB97M-V def2-TZVPD RIJCOSX def2/J DEFGRID3
* xyz -1 1
Cd -0.595 -0.731 0.632
C -2.178 -3.766 0.137
C -3.181 -3.001 -0.515
C -3.362 -1.820 0.174
C -2.470 -1.814 1.296
C -1.755 -3.069 1.251
H -1.789 -4.717 -0.197
H -3.705 -3.290 -1.413
H -4.073 -1.036 -0.046
H -2.648 -1.243 2.203
H -1.040 -3.404 1.990
N 6.241 2.992 1.584
C 5.206 2.130 1.952
C 5.462 1.026 2.766
C 4.434 0.177 3.139
C 3.139 0.439 2.723
C 2.872 1.545 1.932
C 3.898 2.384 1.542
S 1.829 -0.677 3.128
O 0.703 0.118 3.585
O 2.371 -1.651 4.041
N 1.324 -1.330 1.754
C 2.119 -1.751 0.750
N 1.425 -1.938 -0.401
C 2.110 -2.248 -1.481
C 3.490 -2.407 -1.460
C 4.097 -2.242 -0.225
N 3.438 -1.929 0.882
H 7.153 2.561 1.564
H 6.060 3.515 0.741
H 6.476 0.826 3.091
H 4.625 -0.704 3.733
H 1.862 1.739 1.601
H 3.682 3.227 0.896
H 1.530 -2.363 -2.392
H 4.050 -2.652 -2.349
H 5.171 -2.366 -0.114
C -2.359 -3.317 -4.244
N -3.186 -2.190 -3.879
C -4.559 -2.209 -3.777
C -4.936 -1.019 -3.265
N -3.792 -0.283 -3.065
C -3.743 1.041 -2.471
C -2.708 -1.007 -3.429
Se -0.957 -0.465 -3.330
H -2.878 -3.911 -4.995
H -2.146 -3.924 -3.362
H -1.422 -2.937 -4.646
H -5.138 -3.070 -4.053
H -5.906 -0.637 -3.014
H -4.508 1.669 -2.925
H -2.756 1.456 -2.662
H -3.883 0.985 -1.390
O 1.444 2.779 -1.411
S 1.003 1.411 -1.099
N 0.006 1.232 -0.027
C -1.698 4.228 -0.136
N -1.355 3.678 1.154
C -0.157 3.912 1.805
C -0.088 3.058 2.843
N -1.247 2.315 2.821
C -2.007 2.650 1.749
S -3.459 1.934 1.291
H -1.641 5.317 -0.102
H -2.716 3.921 -0.367
H -1.011 3.838 -0.889
H 0.535 4.654 1.456
H 0.669 2.901 3.586
H -1.375 1.460 3.339
*
```

---

#ii
ORCA calculation (wB97M-V/def2-TZVPD) on C24H28CdN9O3S3Se as an isolated structure.

The value obtained for the LUMO energy is 2.571 eV. For the gap between HOMO and LUMO, the calculation gives 6.768 eV.

Structure (ORCA input):
```
! wB97M-V def2-TZVPD RIJCOSX def2/J DEFGRID3
* xyz -1 1
Cd 0.262 0.226 -0.007
C 3.817 0.857 -0.433
C 3.774 1.343 0.908
C 2.581 2.029 1.092
C 1.830 1.971 -0.125
C 2.648 1.255 -1.075
H 4.625 0.292 -0.883
H 4.547 1.207 1.657
H 2.268 2.546 1.990
H 1.105 2.721 -0.413
H 2.408 1.130 -2.123
N -7.147 1.119 0.365
C -5.971 0.367 0.473
C -5.328 -0.103 -0.671
C -4.171 -0.855 -0.571
C -3.655 -1.140 0.682
C -4.263 -0.652 1.832
C -5.411 0.108 1.726
S -2.261 -2.193 0.863
O -1.960 -2.672 -0.496
O -2.596 -3.232 1.791
N -1.060 -1.244 1.269
C -0.518 -1.093 2.514
N 0.591 -0.315 2.497
C 1.299 -0.239 3.609
C 0.924 -0.887 4.775
C -0.304 -1.530 4.729
N -1.040 -1.629 3.631
H -7.675 0.964 -0.475
H -7.715 1.146 1.193
H -5.740 0.128 -1.648
H -3.675 -1.226 -1.461
H -3.830 -0.887 2.801
H -5.886 0.503 2.619
H 2.189 0.382 3.553
H 1.525 -0.849 5.672
H -0.731 -1.977 5.623
C 4.860 -2.080 1.489
N 4.707 -2.304 0.061
C 5.705 -2.197 -0.893
C 5.119 -2.362 -2.092
N 3.769 -2.565 -1.862
C 2.748 -2.718 -2.881
C 3.507 -2.514 -0.532
Se 1.902 -2.747 0.326
H 5.921 -2.079 1.730
H 4.348 -2.868 2.036
H 4.408 -1.125 1.758
H 6.734 -2.016 -0.631
H 5.542 -2.358 -3.083
H 3.219 -3.039 -3.809
H 2.220 -1.778 -3.033
H 2.026 -3.462 -2.550
O -1.865 -2.106 -3.280
S -0.767 -2.126 -2.325
N -0.146 -0.762 -2.058
C -2.075 4.878 -0.802
N -1.632 3.914 -1.786
C -1.299 4.168 -3.102
C -0.935 2.967 -3.624
N -1.043 1.979 -2.671
C -1.468 2.572 -1.559
S -1.819 1.848 -0.020
H -1.944 5.880 -1.204
H -1.493 4.768 0.111
H -3.122 4.716 -0.544
H -1.333 5.162 -3.520
H -0.606 2.743 -4.628
H -0.637 0.044 -2.507
*
```

---

So which one is most stable? That would be #i, about 52.8 kJ/mol below the next structure.

---

#i
ORCA calculation (wB97M-V/def2-TZVPD) on a 2-piece molecular cluster, C4H14NOS2 overall.

The value obtained for the LUMO energy is -3.028 eV. For the gap between HOMO and LUMO, the calculation gives 9.708 eV.

Structure (ORCA input):
```
! wB97M-V def2-TZVPD RIJCOSX def2/J DEFGRID3
* xyz 1 1
N -0.487 -1.053 -0.786
C 0.226 0.315 -1.122
C -0.796 1.368 -1.455
C 1.307 0.530 0.082
S 1.348 -0.421 1.548
S -0.408 -0.163 2.443
C -0.673 1.152 3.664
H -1.196 -1.381 -1.412
H 0.104 -1.845 -0.476
H -1.091 -0.847 0.090
H 0.835 0.169 -1.953
H -0.439 2.454 -1.530
H -1.541 1.419 -0.655
H -1.135 1.197 -2.432
H 2.374 0.348 -0.253
H 1.215 1.659 0.179
H -1.322 1.976 3.458
H 0.274 1.692 3.965
H -1.076 0.865 4.645
H 0.124 -3.045 -3.025
H 1.538 -3.491 -2.596
O 0.820 -2.897 -2.379
*
```

---

#ii
ORCA calculation (wB97M-V/def2-TZVPD) on a 2-piece molecular cluster, C4H14NOS2 overall.

The value obtained for the LUMO energy is -3.081 eV. For the gap between HOMO and LUMO, the calculation gives 9.761 eV.

Structure (ORCA input):
```
! wB97M-V def2-TZVPD RIJCOSX def2/J DEFGRID3
* xyz 1 1
N -0.705 -0.896 0.201
C -1.519 0.207 -0.500
C -2.619 0.639 0.465
C -0.670 1.365 -0.970
S 0.600 1.026 -2.285
S 1.652 -0.607 -1.821
C 3.111 -0.091 -0.915
H -1.180 -1.194 1.045
H -0.545 -1.685 -0.424
H 0.209 -0.525 0.469
H -1.952 -0.296 -1.331
H -3.637 0.456 0.103
H -2.647 1.745 0.468
H -2.551 0.453 1.538
H -1.340 2.059 -1.462
H -0.134 1.854 -0.163
H 3.964 -0.677 -1.266
H 3.057 -0.153 0.158
H 3.331 0.964 -1.095
H 1.317 -0.866 2.975
H 1.454 -2.223 2.282
O 0.802 -1.556 2.528
*
```

---

#iii
ORCA calculation (wB97M-V/def2-TZVPD) on a 2-piece molecular cluster, C4H14NOS2 overall.

The value obtained for the LUMO energy is -3.340 eV. For the gap between HOMO and LUMO, the calculation gives 8.810 eV.

Structure (ORCA input):
```
! wB97M-V def2-TZVPD RIJCOSX def2/J DEFGRID3
* xyz 1 1
N 1.483 -2.067 0.318
C 0.900 -1.923 -1.092
C -0.205 -0.924 -1.212
S 0.316 0.690 -0.488
S -0.805 1.425 0.911
C -2.182 2.423 0.214
C -2.067 2.698 -1.236
H 2.499 -1.986 0.263
H 1.181 -1.327 0.967
H 1.129 -2.935 0.731
H 0.694 -2.922 -1.514
H 1.774 -1.792 -1.702
H -1.215 -1.219 -0.972
H -0.285 -0.794 -2.301
H -3.053 1.837 0.440
H -2.366 3.315 0.830
H -1.082 2.844 -1.636
H -2.315 3.715 -1.467
H -2.603 1.990 -1.892
H 2.432 -0.651 4.255
H 3.346 -1.317 3.225
O 2.423 -1.080 3.359
*
```

---

So which one is most stable? That would be #ii, about 83.4 kJ/mol below the next structure.

---

#i
ORCA calculation (wB97M-V/def2-TZVPD) on a 2-piece molecular cluster, C4H12 overall.

The value obtained for the LUMO energy (alpha / beta) is 4.335 / 4.533 eV. For the gap between HOMO and LUMO (alpha / beta), the calculation gives 2.781 / 12.255 eV. The expectation value of S² is 0.750.

Structure (ORCA input):
```
! wB97M-V def2-TZVPD RIJCOSX def2/J DEFGRID3
* xyz -1 2
C 0.713 1.422 -0.884
C 1.796 2.319 -0.282
H 1.109 0.480 -1.241
H -0.040 1.245 -0.116
H 0.165 1.935 -1.671
H 1.735 2.587 0.774
H 2.070 3.112 -0.975
H 2.753 1.758 -0.214
C -0.963 -1.690 -0.067
C -1.646 -2.005 1.264
H -1.514 -1.014 -0.723
H 0.001 -1.183 0.038
H -0.744 -2.579 -0.662
H -1.454 -3.047 1.533
H -2.728 -1.974 1.168
H -1.255 -1.366 2.059
*
```

---

#ii
ORCA calculation (wB97M-V/def2-TZVPD) on a 2-piece molecular cluster, C4H12 overall.

The value obtained for the LUMO energy (alpha / beta) is 4.476 / 4.493 eV. For the gap between HOMO and LUMO (alpha / beta), the calculation gives 2.941 / 12.190 eV. The expectation value of S² is 0.750.

Structure (ORCA input):
```
! wB97M-V def2-TZVPD RIJCOSX def2/J DEFGRID3
* xyz -1 2
C -1.263 -2.334 -0.934
C -0.828 -1.143 -1.804
H -0.938 -3.267 -1.408
H -0.786 -2.293 0.037
H -2.353 -2.392 -0.903
H -1.622 -0.383 -1.915
H -0.504 -1.440 -2.798
H -0.116 -0.461 -1.357
C 1.343 2.105 0.781
C 0.741 1.308 1.960
H 0.901 3.099 0.783
H 2.406 2.294 0.921
H 1.249 1.584 -0.165
H 0.098 0.514 1.586
H 0.145 1.940 2.633
H 1.529 0.868 2.583
*
```

---

#iii
ORCA calculation (wB97M-V/def2-TZVPD) on a 2-piece molecular cluster, C4H12 overall.

The value obtained for the LUMO energy (alpha / beta) is 4.420 / 4.534 eV. For the gap between HOMO and LUMO (alpha / beta), the calculation gives 2.828 / 12.317 eV. The expectation value of S² is 0.750.

Structure (ORCA input):
```
! wB97M-V def2-TZVPD RIJCOSX def2/J DEFGRID3
* xyz -1 2
C -1.235 -2.268 -0.147
C -0.360 -1.584 -1.197
H -1.311 -1.622 0.727
H -2.223 -2.439 -0.575
H -0.725 -3.178 0.169
H -0.497 -0.511 -1.255
H -0.564 -1.971 -2.201
H 0.694 -1.761 -0.961
C 0.673 2.033 -0.067
C 0.850 1.792 1.433
H 0.608 3.101 -0.304
H 1.573 1.711 -0.600
H -0.213 1.539 -0.456
H 1.156 0.766 1.651
H 1.642 2.430 1.800
H -0.069 1.965 1.984
*
```

---

So which one is most stable? That would be #iii, about 21.5 kJ/mol below the next structure.

---

#i
ORCA calculation (wB97M-V/def2-TZVPD) on a 2-piece molecular cluster, C4H12 overall.

The value obtained for the LUMO energy (alpha / beta) is 4.358 / 4.313 eV. For the gap between HOMO and LUMO (alpha / beta), the calculation gives 2.782 / 11.794 eV. The expectation value of S² is 0.750.

Structure (ORCA input):
```
! wB97M-V def2-TZVPD RIJCOSX def2/J DEFGRID3
* xyz -1 2
C 1.164 0.249 1.538
C 1.836 -1.020 0.908
H 1.833 1.033 1.571
H 0.230 0.526 1.020
H 0.947 -0.037 2.639
H 1.411 -1.448 0.041
H 2.373 -1.714 1.774
H 2.744 -0.592 0.435
C -1.849 -0.266 -1.030
C -1.192 1.098 -1.425
H -2.841 -0.504 -1.518
H -1.277 -1.198 -1.232
H -2.130 -0.399 0.080
H -0.629 0.823 -2.332
H -1.969 1.589 -1.764
H -0.444 1.552 -0.655
*
```

---

#ii
ORCA calculation (wB97M-V/def2-TZVPD) on a 2-piece molecular cluster, C4H12 overall.

The value obtained for the LUMO energy (alpha / beta) is 4.383 / 4.522 eV. For the gap between HOMO and LUMO (alpha / beta), the calculation gives 2.822 / 11.944 eV. The expectation value of S² is 0.750.

Structure (ORCA input):
```
! wB97M-V def2-TZVPD RIJCOSX def2/J DEFGRID3
* xyz -1 2
C 0.790 -2.225 -0.512
C 1.940 -1.168 -0.586
H 0.760 -2.622 0.453
H -0.106 -1.884 -0.938
H 1.149 -3.187 -1.140
H 2.000 -0.668 0.287
H 1.833 -0.437 -1.461
H 2.949 -1.516 -0.957
C -1.940 1.392 0.184
C -0.798 2.055 0.935
H -2.199 1.856 -0.824
H -1.812 0.280 0.264
H -2.891 1.313 0.814
H 0.060 1.781 0.393
H -0.851 3.051 1.063
H -0.844 1.714 1.921
*
```

---

So which one is most stable? That would be #ii, about 29.7 kJ/mol below the next structure.